1.
69
Properties=species:S:1:pos:R:3 method="wB97M-V/def2-TZVPD" total_charge=+2 homo_energy_ev=-13.7 gap_ev=5.8501 de_lowest_kj_mol=0.00
Tc -1.91 0.56 1.58
C -2.65 1.04 5.36
C -1.47 0.24 4.94
N -0.87 0.59 3.59
C 0.37 -0.30 3.56
C 0.02 -1.74 3.62
C -0.50 2.05 3.68
C 0.04 2.53 2.39
N -0.80 2.02 1.29
C -0.55 2.62 0.05
C -1.34 3.67 -0.43
F -2.33 4.14 0.31
C -1.11 4.21 -1.75
F -1.90 5.14 -2.24
C -0.11 3.67 -2.59
C 0.69 2.64 -2.09
F 1.71 2.19 -2.80
C 0.48 2.19 -0.80
F 1.20 1.16 -0.35
H -2.45 2.12 5.48
H -2.89 0.78 6.39
H -3.54 0.98 4.76
H -1.74 -0.80 4.99
H -0.68 0.38 5.66
H 1.05 0.02 4.38
H 0.84 -0.11 2.56
H -0.14 -2.17 4.58
H 0.79 -2.24 3.10
H -0.86 -1.95 3.01
H -0.04 2.29 4.66
H -1.45 2.53 3.75
H 1.06 2.24 2.12
H 0.03 3.65 2.33
H 0.08 4.02 -3.65
C 1.17 0.20 -5.15
C 1.97 -0.57 -4.11
C 2.54 -1.83 -4.61
C 3.39 -2.54 -3.53
C 2.80 -2.47 -2.15
C 3.52 -3.01 -1.09
C 3.02 -2.82 0.22
F 3.81 -3.09 1.26
C 1.80 -2.25 0.42
C 1.05 -1.68 -0.65
C -0.22 -0.99 -0.42
O -0.74 -0.90 0.78
C -0.80 -0.49 -1.59
C -0.08 -0.42 -2.74
N 1.14 -0.88 -2.88
C 1.67 -1.67 -1.89
C -2.13 0.28 -1.51
O -2.66 0.52 -2.59
O -2.53 0.68 -0.35
H 1.77 0.17 -6.10
H 1.12 1.20 -4.73
H 0.21 -0.24 -5.42
H 2.75 0.05 -3.72
H 3.21 -1.63 -5.42
H 1.71 -2.49 -4.91
H 4.39 -2.09 -3.51
H 3.62 -3.56 -3.87
H 4.53 -3.42 -1.16
H 1.40 -2.28 1.40
H -0.40 0.18 -3.57
Se -4.05 -4.86 0.48
Sb -6.06 -3.89 -0.26
Se -3.92 1.05 2.33
Se -3.05 -2.86 0.30
Se -4.95 -1.77 -0.65



2.
60
Properties=species:S:1:pos:R:3 method="wB97M-V/def2-TZVPD" spin_multiplicity=5 s_squared=6.02 total_charge=+1 homo_energy_ev="-11.2 / -11.7" gap_ev="8.7594 / 5.7971" de_lowest_kj_mol=0.00
Pt -1.40 -0.27 1.42
O 0.25 -0.62 0.75
Si 1.92 -0.26 0.55
C 2.75 -1.89 0.35
C 2.17 -3.06 0.86
C 2.84 -4.27 0.78
C 4.09 -4.33 0.18
C 4.68 -3.18 -0.33
C 4.01 -1.97 -0.25
C 2.40 0.71 2.05
C 3.51 1.55 1.96
C 3.96 2.26 3.06
C 3.30 2.14 4.28
C 2.19 1.31 4.39
C 1.75 0.60 3.29
C 1.94 0.79 -0.98
C 2.13 0.22 -2.24
C 2.04 0.99 -3.39
C 1.76 2.35 -3.30
C 1.57 2.93 -2.05
C 1.66 2.16 -0.90
H 1.19 -3.03 1.32
H 2.38 -5.17 1.17
H 4.62 -5.28 0.12
H 5.66 -3.23 -0.79
H 4.48 -1.08 -0.65
H 4.03 1.66 1.01
H 4.83 2.91 2.97
H 3.65 2.70 5.14
H 1.68 1.22 5.34
H 0.90 -0.06 3.40
H 2.35 -0.84 -2.33
H 2.20 0.54 -4.36
H 1.69 2.95 -4.19
H 1.36 3.99 -1.98
H 1.54 2.63 0.07
F -2.95 0.09 2.41
O -2.19 -3.25 2.00
N -3.18 -3.35 1.34
O -3.66 -2.69 0.48
C -2.41 2.58 -0.48
P -2.45 0.78 -0.68
C -1.53 0.40 -2.19
C -4.15 0.27 -0.87
C -4.55 -0.53 -1.94
C -5.87 -0.94 -2.04
C -6.79 -0.56 -1.07
C -6.39 0.23 0.00
C -5.07 0.64 0.11
H -2.95 2.86 0.42
H -2.86 3.05 -1.35
H -1.37 2.90 -0.39
H -2.05 0.83 -3.05
H -1.44 -0.68 -2.31
H -0.54 0.83 -2.10
H -3.84 -0.83 -2.70
H -6.18 -1.55 -2.87
H -7.82 -0.88 -1.15
H -7.11 0.52 0.76
H -4.77 1.23 0.97